Entry 1:
Formula: C12H30Cl14NbO3
Source: the Open Molecules 2025 dataset
Level of theory: wB97M-V/def2-TZVPD

Total charge ... -1
Max |F| ... 2.3 eV/Å
LUMO level ... 1.71 eV
HOMO ... -4.55 eV

Positions of all 60 atoms, in Å:
1 C 1.05 0.10 0.66
2 C 1.40 -0.82 -0.48
3 O 2.78 -1.23 -0.46
4 C 0.53 -2.08 -0.44
5 O -0.83 -1.75 -0.19
6 Nb -2.16 -3.06 0.22
7 C -3.85 -1.61 0.56
8 C -3.90 -0.72 -0.69
9 O -3.26 0.55 -0.48
10 H 0.87 -0.47 1.57
11 H 1.83 0.85 0.84
12 H 0.12 0.62 0.43
13 H 1.25 -0.32 -1.44
14 H 3.10 -1.11 0.44
15 H 0.89 -2.64 0.43
16 H 0.61 -2.67 -1.35
17 H -2.31 -3.48 -1.59
18 H -1.00 -4.51 0.30
19 H -1.87 -3.08 2.06
20 H -3.40 -4.39 0.50
21 H -3.60 -0.98 1.41
22 H -4.81 -2.10 0.76
23 H -4.94 -0.54 -0.98
24 H -3.37 -1.14 -1.55
25 H -3.91 1.13 -0.08
26 C -0.72 4.07 1.38
27 Cl -1.44 2.57 0.81
28 Cl 0.96 4.28 0.83
29 H -1.30 4.90 1.00
30 H -0.71 4.07 2.46
31 C 4.65 -4.13 -0.38
32 Cl 4.25 -5.77 0.16
33 Cl 6.27 -3.63 0.14
34 H 4.62 -4.11 -1.47
35 H 3.92 -3.44 0.02
36 C -5.07 -3.37 -4.15
37 Cl -4.22 -1.84 -4.44
38 Cl -5.09 -3.83 -2.46
39 H -6.09 -3.25 -4.49
40 H -4.56 -4.14 -4.70
41 C -0.19 7.51 4.04
42 Cl -0.02 7.34 2.29
43 Cl 0.19 6.00 4.89
44 H 0.51 8.26 4.38
45 H -1.21 7.78 4.27
46 C 3.31 8.90 2.80
47 Cl 3.99 10.52 2.65
48 Cl 3.01 8.44 4.49
49 H 2.36 8.87 2.27
50 H 4.01 8.18 2.39
51 C -2.63 -0.13 -7.39
52 Cl -2.75 0.72 -8.94
53 Cl -2.56 0.96 -6.01
54 H -3.51 -0.76 -7.28
55 H -1.72 -0.72 -7.40
56 C 6.20 -5.77 3.36
57 Cl 4.87 -6.89 3.65
58 Cl 6.35 -4.55 4.63
59 H 7.12 -6.34 3.33
60 H 6.02 -5.27 2.42

=====

Entry 2:
Formula: C4H3NO3
Source: the Open Molecules 2025 dataset
Level of theory: wB97M-V/def2-TZVPD

Total charge ... 0
Max |F| ... 13.2 eV/Å
LUMO level ... -2.73 eV
HOMO ... -10.28 eV
Relative energy (zero: lowest compared OMol25 entry of this formula, charge and spin) ... 1067.7 kJ/mol

Positions of all 11 atoms, in Å:
1 C 0.89 0.58 0.12
2 C 1.10 -0.81 0.65
3 C -0.56 0.51 -0.31
4 C -1.29 -0.59 -1.30
5 H 0.62 1.15 2.62
6 H 1.75 0.68 -0.79
7 H -2.38 -0.28 -1.91
8 N 0.76 -2.09 0.92
9 O 1.03 1.59 0.96
10 O -1.35 0.94 0.64
11 O -0.57 -1.70 -1.61

=====

Entry 3:
Formula: C6H9N2O2
Source: the Open Molecules 2025 dataset
Level of theory: wB97M-V/def2-TZVPD

Total charge ... -1
Max |F| ... 1.9 eV/Å
LUMO level ... 3.58 eV
HOMO ... -4.72 eV
Relative energy (zero: lowest compared OMol25 entry of this formula, charge and spin) ... 61.6 kJ/mol

Positions of all 19 atoms, in Å:
1 C -0.69 -3.34 0.92
2 C -0.57 0.20 1.18
3 C -0.43 -1.88 0.74
4 C 0.74 -1.31 0.35
5 N -1.21 -0.93 1.34
6 N 0.64 0.02 0.61
7 H -0.96 1.20 1.30
8 H 1.21 0.81 0.25
9 H 1.46 -1.89 -0.20
10 H -1.70 -3.53 1.25
11 H -0.01 -3.83 1.61
12 H -0.46 -3.92 0.02
13 C 0.28 2.41 -1.96
14 C 0.38 3.01 -0.55
15 O -0.51 3.82 -0.23
16 O 1.24 2.51 0.24
17 H -0.49 2.95 -2.50
18 H -0.14 1.40 -1.87
19 H 1.22 2.30 -2.50

=====

Entry 4:
Formula: C5H15PSi
Source: the Open Molecules 2025 dataset
Level of theory: wB97M-V/def2-TZVPD

Total charge ... 0
Max |F| ... 3.8 eV/Å
LUMO level (alpha / beta) ... -0.25 / 0.50 eV
HOMO (alpha / beta) ... -7.79 / -6.59 eV
Relative energy (zero: lowest compared OMol25 entry of this formula, charge and spin) ... 408.4 kJ/mol

Positions of all 22 atoms, in Å:
1 C -2.84 1.21 0.46
2 C 1.69 0.74 -1.92
3 C 0.63 -1.35 2.16
4 C -1.64 1.96 0.29
5 C 1.59 0.46 -0.38
6 Si 0.49 -1.02 0.27
7 P 1.02 -2.70 -1.02
8 H -3.76 1.93 0.10
9 H -2.95 0.19 0.01
10 H -3.04 1.11 1.56
11 H 1.52 -0.27 -2.37
12 H 0.91 1.45 -2.25
13 H 2.69 0.85 -2.35
14 H 0.85 -2.40 2.19
15 H 1.43 -0.66 2.44
16 H -0.45 -1.29 2.58
17 H -0.79 1.52 -0.20
18 H -1.36 2.88 0.76
19 H 1.31 1.34 0.11
20 H 2.57 0.15 0.08
21 H 0.07 -3.62 -0.48
22 H 0.07 -2.49 -2.02

=====

Entry 5:
Formula: C5H7NO
Source: the Open Molecules 2025 dataset
Level of theory: wB97M-V/def2-TZVPD

Total charge ... 0
SMILES ... O/C=C\N1[C@@H]2C[C@@H]21
Max |F| ... 0.4 eV/Å
LUMO level ... 1.04 eV
HOMO ... -8.21 eV
Relative energy (zero: lowest compared OMol25 entry of this formula, charge and spin) ... 369.3 kJ/mol

Positions of all 14 atoms, in Å:
1 O -2.24 0.89 -0.05
2 C -1.70 0.19 -1.08
3 C -0.68 -0.65 -0.97
4 N -0.09 -1.00 0.29
5 C 0.42 0.07 1.15
6 C 1.47 0.64 0.24
7 C 1.33 -0.83 0.45
8 H -1.70 0.72 0.74
9 H -2.20 0.38 -2.02
10 H -0.30 -1.18 -1.84
11 H 0.25 0.14 2.21
12 H 1.16 1.08 -0.71
13 H 2.32 1.12 0.71
14 H 1.97 -1.58 0.88

=====

Please write out number 1 again, unchanged.
Formula: C12H30Cl14NbO3
Source: the Open Molecules 2025 dataset
Level of theory: wB97M-V/def2-TZVPD

Total charge ... -1
Max |F| ... 2.3 eV/Å
LUMO level ... 1.71 eV
HOMO ... -4.55 eV

Positions of all 60 atoms, in Å:
1 C 1.05 0.10 0.66
2 C 1.40 -0.82 -0.48
3 O 2.78 -1.23 -0.46
4 C 0.53 -2.08 -0.44
5 O -0.83 -1.75 -0.19
6 Nb -2.16 -3.06 0.22
7 C -3.85 -1.61 0.56
8 C -3.90 -0.72 -0.69
9 O -3.26 0.55 -0.48
10 H 0.87 -0.47 1.57
11 H 1.83 0.85 0.84
12 H 0.12 0.62 0.43
13 H 1.25 -0.32 -1.44
14 H 3.10 -1.11 0.44
15 H 0.89 -2.64 0.43
16 H 0.61 -2.67 -1.35
17 H -2.31 -3.48 -1.59
18 H -1.00 -4.51 0.30
19 H -1.87 -3.08 2.06
20 H -3.40 -4.39 0.50
21 H -3.60 -0.98 1.41
22 H -4.81 -2.10 0.76
23 H -4.94 -0.54 -0.98
24 H -3.37 -1.14 -1.55
25 H -3.91 1.13 -0.08
26 C -0.72 4.07 1.38
27 Cl -1.44 2.57 0.81
28 Cl 0.96 4.28 0.83
29 H -1.30 4.90 1.00
30 H -0.71 4.07 2.46
31 C 4.65 -4.13 -0.38
32 Cl 4.25 -5.77 0.16
33 Cl 6.27 -3.63 0.14
34 H 4.62 -4.11 -1.47
35 H 3.92 -3.44 0.02
36 C -5.07 -3.37 -4.15
37 Cl -4.22 -1.84 -4.44
38 Cl -5.09 -3.83 -2.46
39 H -6.09 -3.25 -4.49
40 H -4.56 -4.14 -4.70
41 C -0.19 7.51 4.04
42 Cl -0.02 7.34 2.29
43 Cl 0.19 6.00 4.89
44 H 0.51 8.26 4.38
45 H -1.21 7.78 4.27
46 C 3.31 8.90 2.80
47 Cl 3.99 10.52 2.65
48 Cl 3.01 8.44 4.49
49 H 2.36 8.87 2.27
50 H 4.01 8.18 2.39
51 C -2.63 -0.13 -7.39
52 Cl -2.75 0.72 -8.94
53 Cl -2.56 0.96 -6.01
54 H -3.51 -0.76 -7.28
55 H -1.72 -0.72 -7.40
56 C 6.20 -5.77 3.36
57 Cl 4.87 -6.89 3.65
58 Cl 6.35 -4.55 4.63
59 H 7.12 -6.34 3.33
60 H 6.02 -5.27 2.42

=====

Which value of total charge does entry 3 give? -1

=====

Among the records above, which one has the lowest max |F|? C5H7NO

=====

Which value of total charge does entry 5 give? 0